# 1
DFT (the ωB97M-V functional and the def2-TZVPD basis) results for an isolated molecule of C5H10O at a distorted geometry.

Output
E_HOMO = -9.608 eV
LUMO level = 0.9 eV
total energy = -7393.3303 eV
ΔE to the lowest compared entry with this formula, charge and spin = 33.09 kcal per mole
SMILES = CC(C)(C)C=O
frontier orbital gap = 10.5 eV

Each line ends with the Mulliken charge.
CARTESIAN COORDINATES (ANGSTROEM)
1 O -1.9924 -0.0264 -0.1793  -0.426
2 C 0.6562 1.3464 0.6983  -1.823
3 C 1.4460 -0.4799 -1.0151  -1.537
4 C -0.9574 0.2299 -0.6908  -0.303
5 C 0.0647 -1.1074 1.0397  -1.467
6 C 0.4134 0.0040 0.0104  1.675
7 H -0.6468 -1.6519 0.4046  0.401
8 H -0.9871 0.9356 -1.6235  0.310
9 H 1.0919 -1.4155 -1.2713  0.445
10 H 0.8760 2.0720 -0.0644  0.425
11 H 0.9263 -1.7063 1.4007  0.343
12 H 1.5077 1.5011 1.3845  0.361
13 H 2.3799 -0.5087 -0.4083  0.347
14 H -0.2689 -0.8127 2.0036  0.351
15 H -0.1680 1.6075 1.2088  0.517
16 H 1.4910 0.2324 -1.8552  0.380

# 2
DFT (the ωB97M-V functional and the def2-TZVPD basis) results for a structure of composition C49H48N4O2P2S2Sr at a distorted geometry.

Output
E_HOMO = -6.158 eV
LUMO level = -0.9 eV
total energy = -102729.8705 eV
ΔE to the lowest compared entry with this formula, charge and spin = 132.41 kcal per mole
frontier orbital gap = 5.2 eV

Each line ends with the Mulliken charge.
CARTESIAN COORDINATES (ANGSTROEM)
1 Sr -0.5409 -1.8882 -1.5497  0.704
2 S -2.9228 -0.7628 -2.6715  -0.643
3 S -0.0604 1.4014 -3.3884  -0.657
4 P -0.1157 1.6085 -1.3848  1.382
5 P -2.6982 0.4695 -1.0501  2.057
6 O -0.2736 -2.0505 0.7225  0.917
7 O 1.9004 0.1376 -1.8583  0.170
8 N -0.1604 -0.2993 2.7999  1.404
9 N -1.6053 -3.8573 -1.1635  -0.534
10 N 1.8610 -2.3873 -2.3233  0.559
11 N 2.3667 3.2598 1.3919  -0.222
12 C -0.2398 5.7046 -1.8373  -0.902
13 C -0.4868 -2.9959 1.5279  -0.843
14 C -0.5171 -3.8311 3.8340  -1.121
15 C -0.8595 -6.2664 4.3822  -1.760
16 C -4.8245 3.9140 -0.4039  -0.660
17 C -3.6169 2.0322 -1.3078  0.203
18 C 7.4106 0.2822 -2.6129  -1.675
19 C -0.7781 -4.3416 1.0838  0.518
20 C 1.3209 1.7304 3.1640  -0.615
21 C -3.8524 2.5097 -2.5899  -0.346
22 C -1.1207 0.6234 -0.4627  -0.042
23 C -5.0604 4.3841 -1.6907  -0.503
24 C -1.4672 -4.1458 -2.6566  -0.646
25 C -0.4008 -2.7618 2.9315  1.027
26 C 5.9261 0.1899 -2.3925  0.747
27 C -0.7263 -5.1276 3.4104  0.346
28 C -3.2872 -0.9520 1.3220  0.710
29 C -0.8394 -5.3490 2.0244  -0.807
30 C -0.1986 -1.4293 3.4439  0.092
31 C -4.1082 -1.6145 2.2280  -0.489
32 C -5.1817 -0.3726 -0.0024  -0.642
33 C -6.0089 -1.0227 0.8924  -0.727
34 C -0.1336 -3.4863 -3.2912  -1.309
35 C 5.2297 -0.9640 -2.7118  -1.205
36 C -0.9358 3.8482 0.0841  0.495
37 C -0.9805 -4.6421 -0.3613  -0.484
38 C -0.8833 6.1220 -0.6793  -0.773
39 C 3.9704 0.4038 1.4482  -0.704
40 C 1.7066 0.1781 0.3474  0.504
41 C -4.5675 3.6849 -2.7805  -0.765
42 C -5.4755 -1.6462 2.0179  -0.749
43 C 0.0492 4.3634 -2.0313  -0.943
44 C -3.8028 -0.3182 0.2062  0.039
45 C 3.2043 0.0797 -2.0568  0.083
46 C 5.2316 1.2778 -1.8162  -1.070
47 C 1.6662 1.1300 -0.8001  -0.051
48 C -4.1042 2.7483 -0.2180  -0.035
49 C -1.2269 5.1890 0.2878  -1.295
50 C 3.0900 -2.3125 -2.6411  -0.762
51 C -0.2889 3.4150 -1.0684  0.398
52 C 3.3491 2.6476 0.4786  -0.666
53 C 2.6974 -0.2481 1.1319  -0.883
54 C 1.1094 -3.6245 -2.3174  -1.616
55 C 4.2509 1.6812 1.2147  -0.968
56 C 3.8749 1.2214 -1.6236  0.275
57 C 2.8519 2.1034 -0.8908  0.232
58 C 1.1645 2.5986 1.9079  -0.792
59 C 3.8379 -1.0581 -2.5320  0.572
60 C -0.0004 1.0081 3.4763  -1.242
61 H -0.3283 -0.2588 1.7829  -2.007
62 H -0.2905 -7.1362 4.0520  0.391
63 H 4.6987 -0.1987 1.9794  0.439
64 H 0.6232 2.0182 1.1524  -0.561
65 H 2.5860 2.9564 -1.5246  0.782
66 H -4.7461 4.0469 -3.7840  0.411
67 H -1.8999 -6.5784 4.4917  0.318
68 H 0.8042 -0.3994 0.2984  -0.329
69 H -5.6301 5.2917 -1.8406  0.390
70 H -2.2158 -0.9320 1.4570  -0.332
71 H 0.4912 3.4147 2.1861  0.867
72 H 5.2067 2.0693 1.5430  0.379
73 H 7.8634 -0.7074 -2.6605  0.377
74 H -0.2920 -2.4146 -3.5399  0.921
75 H 0.5174 4.0297 -2.9492  0.428
76 H -0.0834 -1.3491 4.5226  0.386
77 H -3.6780 -2.1024 3.0937  0.441
78 H 2.4908 -1.1528 1.6997  0.254
79 H -1.2652 3.1065 0.8048  0.531
80 H 0.0676 -3.9665 -4.2441  0.477
81 H -0.6281 -5.6189 -0.7184  0.454
82 H -3.4729 1.9507 -3.4366  0.303
83 H 1.5851 2.3546 4.0201  0.518
84 H 0.0175 6.4233 -2.6042  0.428
85 H -5.6058 0.0946 -0.8837  0.429
86 H -1.7463 5.4981 1.1855  0.469
87 H -1.4052 -5.2258 -2.8263  0.454
88 H -0.4392 -3.6286 4.8975  0.435
89 H -3.9189 2.3870 0.7874  0.319
90 H 7.8976 0.8370 -1.8104  0.377
91 H -1.1383 7.1649 -0.5440  0.418
92 H 3.6515 -3.2049 -2.9468  0.355
93 H 1.6767 -4.5372 -2.5358  0.495
94 H 5.8002 2.1433 -1.4934  0.455
95 H -0.8546 1.6075 3.1510  0.309
96 H -0.4951 -5.9850 5.3690  0.384
97 H 3.9809 3.5007 0.2141  0.802
98 H -5.2073 4.4554 0.4511  0.443
99 H 0.7266 -3.7404 -1.2782  0.644
100 H -7.0753 -1.0511 0.7142  0.412
101 H 2.1145 0.9984 3.0564  0.146
102 H -2.3401 -3.7642 -3.1763  0.454
103 H -1.0201 -6.3641 1.6819  0.496
104 H -6.1253 -2.1546 2.7176  0.390
105 H 2.0772 4.1369 0.9777  0.429
106 H -0.1070 0.8258 4.5459  0.649
107 H 5.7715 -1.8284 -3.0811  0.373
108 H 7.6416 0.7957 -3.5486  0.311

# 3
DFT (the ωB97M-V functional and the def2-TZVPD basis) results for a structure of composition C49H62BN7OPReS at a distorted geometry.

Output
E_HOMO (spin up / spin down) = -10.553 / -10.689 eV
LUMO level (spin up / spin down) = -4.0 / -4.3 eV
total energy = -87227.7350 eV
net charge = +1
spin multiplicity = 2
expectation value of S² = 0.7728
frontier orbital gap (spin up / spin down) = 6.6 / 6.4 eV

Each line ends with the Mulliken charge.
CARTESIAN COORDINATES (ANGSTROEM)
1 Re -0.2129 -0.8114 0.4310  2.256
2 S 1.5397 -3.2231 2.0072  0.063
3 P 0.7750 0.4909 2.3438  2.518
4 O 2.9496 -3.0820 1.7050  -0.500
5 N 1.1710 -1.1258 -1.2622  -0.347
6 N -1.1868 0.0680 -2.3216  0.833
7 N -0.8211 0.5942 -1.1095  0.539
8 N -1.6401 -2.3588 -1.8416  0.913
9 N 0.6069 -2.2354 1.3721  -0.063
10 N 0.6686 -1.5883 -2.4604  0.621
11 N -1.4410 -2.3105 -0.5024  -0.637
12 C 3.3710 -0.2805 -0.4355  3.342
13 C 4.6984 -1.0117 -0.2443  -1.800
14 C 1.7515 -0.8702 6.1148  -0.881
15 C -2.0910 0.8503 -4.5409  0.966
16 C 3.5193 0.8836 2.5594  -0.952
17 C 3.6118 1.1597 -0.9033  -1.401
18 C 0.4313 -2.4669 -5.5407  -1.600
19 C 2.2331 2.8811 2.1733  -0.764
20 C -1.5282 2.2428 -2.4361  -0.993
21 C -2.8176 -3.9966 -0.9735  -0.640
22 C -3.3764 1.6368 -4.7997  -1.761
23 C -1.7367 3.0518 4.3546  -1.309
24 C 2.4891 -0.9509 -1.4300  -0.772
25 C -1.6246 1.0489 -3.1284  0.044
26 C -4.2967 1.2196 2.3839  -0.802
27 C 0.4058 3.8778 -0.6285  -1.546
28 C 2.8447 -1.3377 -2.7134  -0.957
29 C 1.8182 -0.2268 4.8855  -0.886
30 C -1.0085 1.9212 -1.1899  -0.549
31 C -2.4713 -3.3598 -2.1566  0.182
32 C 4.6814 1.6364 2.5718  -0.815
33 C -2.9727 -3.6193 -3.5457  1.437
34 C 1.6815 -1.7460 -3.3378  -0.685
35 C 0.8872 -0.5091 3.8888  0.984
36 C -0.5555 2.4707 3.8540  -0.328
37 C 1.7012 -2.4012 -4.7016  0.546
38 C -2.2399 -3.6452 1.5068  2.303
39 C -0.6243 1.4890 2.9021  -0.153
40 C 0.7499 -1.7912 6.3708  -0.790
41 C -3.6665 -3.5048 2.0426  -1.578
42 C 4.6246 3.0111 2.3777  -0.981
43 C -0.1365 -1.4169 4.1696  0.015
44 C -1.8641 1.0217 2.3996  0.513
45 C -4.2479 -2.8011 -3.7821  -1.552
46 C -0.1998 -2.0594 5.3940  -0.687
47 C 2.2815 1.5044 2.3733  0.847
48 C -1.7236 -5.0692 1.7377  -1.737
49 C -4.3562 0.3142 1.3670  -1.180
50 C -1.9211 0.0174 1.3657  -0.058
51 C -3.0439 1.6125 2.9111  1.331
52 C -2.1635 -3.3112 0.0438  -0.368
53 C -3.2213 -5.1082 -3.7721  -1.832
54 C 2.2607 -3.8226 -4.5280  -1.487
55 C -2.9500 2.6221 3.8988  -0.954
56 C -0.9833 1.2716 -5.5126  -1.615
57 C -0.6529 2.8973 -0.1174  2.205
58 C -3.1760 -0.2661 0.8563  -0.219
59 C -1.8958 3.6466 0.3662  -1.707
60 C 3.4017 3.6306 2.1726  -1.081
61 B -0.8460 -1.3905 -2.7114  1.104
62 H 5.5347 3.5962 2.3786  0.407
63 H 3.2034 -3.8208 -3.9826  0.398
64 H -1.6760 3.8304 5.1029  0.460
65 H 2.6040 0.4951 4.7182  0.422
66 H 0.6871 -2.8941 -6.5111  0.516
67 H 0.0342 4.4262 -1.4954  0.399
68 H -0.3122 -3.1189 -5.0837  0.267
69 H -0.0402 0.7728 -5.2820  0.356
70 H -3.2051 2.7109 -4.7131  0.343
71 H -5.1983 1.6725 2.7783  0.444
72 H -2.3925 -5.8012 1.2822  0.377
73 H 1.3226 3.3637 -0.9178  0.126
74 H -0.9987 -2.7632 5.5888  0.526
75 H 4.0879 1.7412 -0.1141  0.401
76 H -0.2308 2.3346 0.7125  -1.479
77 H 2.4357 -1.8228 -5.2691  0.538
78 H -4.3501 -4.1576 1.4968  0.395
79 H -1.6714 -5.2845 2.8059  0.382
80 H -4.1612 1.3603 -4.0946  0.368
81 H 1.5497 -4.4420 -3.9763  0.323
82 H 2.8251 -0.2482 0.5040  -1.791
83 H 2.4279 -4.2813 -5.5031  0.435
84 H -0.9128 -1.5997 3.4396  -0.172
85 H -3.6971 -3.7928 3.0948  0.445
86 H 2.4847 -0.6394 6.8762  0.485
87 H 2.6734 1.6461 -1.1768  0.013
88 H 3.5767 -0.1911 2.6962  0.480
89 H -1.5937 -2.9591 2.0469  -1.016
90 H 0.6523 4.6079 0.1444  0.556
91 H 4.2630 1.1714 -1.7795  0.435
92 H -4.0315 -2.4823 1.9631  0.296
93 H 0.6977 -2.2862 7.3313  0.419
94 H -2.3264 -5.6980 -3.5714  0.409
95 H -1.7959 3.2228 -2.7923  0.616
96 H 3.3541 4.7007 2.0194  0.488
97 H 5.6338 1.1484 2.7334  0.464
98 H -4.6060 -2.9395 -4.8030  0.410
99 H -3.8650 3.0602 4.2789  0.467
100 H 3.8323 -1.3356 -3.1432  0.627
101 H 1.2814 3.3760 2.0324  0.486
102 H -3.4673 -4.8471 -0.8590  0.520
103 H -1.2616 1.0284 -6.5388  0.398
104 H -4.0215 -5.4743 -3.1264  0.336
105 H -3.7375 1.4386 -5.8093  0.463
106 H -0.8148 2.3482 -5.4517  0.376
107 H -1.1150 -1.5533 -3.8447  -0.913
108 H -3.2859 -0.9556 0.0307  0.718
109 H -5.0365 -3.1202 -3.0981  0.366
110 H 4.5651 -1.9743 0.2413  0.312
111 H 0.4035 2.7918 4.2420  0.589
112 H -2.3059 -0.2069 -4.6944  -0.334
113 H -5.3108 0.0303 0.9426  0.522
114 H -2.2190 -3.2781 -4.2543  -0.672
115 H -4.0693 -1.7358 -3.6209  0.308
116 H 5.1885 -1.1718 -1.2062  0.394
117 H -2.7093 2.9615 0.6043  0.251
118 H -2.2479 4.3327 -0.4067  0.433
119 H -1.6667 4.2318 1.2591  0.392
120 H -0.0155 -1.4893 -5.7139  0.157
121 H 5.3705 -0.4076 0.3680  0.435
122 H -0.7308 -5.2108 1.3080  0.398
123 H -3.5236 -5.2851 -4.8042  0.437

# 4
DFT (the ωB97M-V functional and the def2-TZVPD basis) results for the ion C10H13N2 with charge +1 at a distorted geometry.

Output
E_HOMO (spin up / spin down) = -12.265 / -12.265 eV
LUMO level (spin up / spin down) = -5.1 / -5.1 eV
total energy = -13552.7044 eV
ΔE to the lowest compared entry with this formula, charge and spin = 60.65 kcal per mole
net charge = +1
frontier orbital gap (spin up / spin down) = 7.2 / 7.2 eV

Each line ends with the Mulliken charge.
CARTESIAN COORDINATES (ANGSTROEM)
1 N -1.9079 1.6918 -1.6057  -0.020
2 N -1.2315 0.2998 0.0910  0.124
3 C 2.7621 0.2331 -1.4230  -1.540
4 C 0.1193 -2.2573 2.3007  -0.507
5 C 1.5465 0.3928 -0.6164  0.226
6 C -1.0781 0.8075 -1.1476  -0.530
7 C -0.3202 -0.4946 0.7222  0.829
8 C -2.9897 2.3776 -0.9131  -0.843
9 C 1.4058 -2.4266 1.7637  -0.776
10 C -0.7324 -1.3157 1.7778  -0.791
11 C 1.0308 -0.5651 0.2460  0.746
12 C 1.8445 -1.6192 0.7546  -0.617
13 H -1.7369 -1.2165 2.1620  0.377
14 H 3.6370 0.4304 -0.7937  0.395
15 H -2.1642 0.2851 0.5157  0.241
16 H 2.8508 -1.7183 0.3818  0.393
17 H -1.7713 1.9744 -2.5672  0.292
18 H -3.6951 2.7620 -1.6444  0.345
19 H -3.5187 1.6952 -0.2471  0.242
20 H -0.2088 -2.8900 3.1108  0.406
21 H 2.7930 0.9570 -2.2337  0.363
22 H 2.8659 -0.7771 -1.8161  0.410
23 H 2.0495 -3.1941 2.1632  0.401
24 H -2.6037 3.2124 -0.3237  0.319
25 H 1.0532 1.3553 -0.6581  0.513